{
  "formula": "H16NO6",
  "method": "ωB97M-V with the def2-TZVPD basis set",
  "symbols": ["N", "H", "H", "H", "H", "O", "H", "H", "O", "H", "H", "O", "H", "H", "O", "H", "H", "O", "H", "H", "O", "H", "H"],
  "coordinates": [[0.427, -0.041, 0.045], [-0.026, -0.831, 0.134], [-0.126, 0.811, 0.265], [0.727, 0.132, -0.993], [1.293, 0.025, 0.717], [0.965, -2.337, 2.102], [1.075, -1.973, 2.942], [1.966, -2.580, 1.939], [1.570, 1.710, 2.632], [2.567, 1.387, 2.616], [1.441, 1.132, 3.504], [0.842, -2.722, -1.771], [1.523, -3.135, -1.378], [1.183, -2.328, -2.736], [-0.960, 2.984, 0.412], [-1.188, 3.272, -0.427], [-1.957, 3.053, 0.792], [-1.356, 0.914, -2.366], [-1.174, 0.627, -3.180], [-1.243, 1.898, -2.590], [-2.526, -0.566, -0.543], [-2.797, -1.466, -0.852], [-2.223, 0.027, -1.266]],
  "e_lumo_ev": -3.4,
  "charge": 1,
  "relative_energy_kj_mol": 413.2,
  "gap_ev": 10.8
}

{
  "formula": "C37H41BrN4O2V",
  "method": "ωB97M-V with the def2-TZVPD basis set",
  "symbols": ["V", "Br", "C", "C", "C", "C", "O", "C", "C", "N", "C", "C", "C", "C", "C", "C", "C", "C", "N", "C", "C", "H", "H", "H", "H", "H", "H", "H", "H", "H", "H", "C", "C", "C", "C", "C", "C", "C", "N", "C", "C", "C", "C", "C", "C", "C", "N", "C", "C", "C", "C", "H", "H", "H", "H", "H", "H", "H", "H", "H", "H", "H", "H", "H", "H", "H", "H", "H", "H", "H", "H", "H", "H", "H", "H", "C", "C", "C", "O", "H", "H", "H", "H", "H", "H", "H"],
  "coordinates": [[-0.530, -0.156, 0.156], [4.616, -3.989, 3.943], [3.109, -3.094, 3.229], [1.827, -3.556, 3.529], [0.718, -2.934, 3.003], [0.855, -1.828, 2.141], [-0.187, -1.305, 1.579], [2.164, -1.352, 1.862], [2.382, -0.204, 1.047], [1.480, 0.399, 0.354], [1.863, 1.555, -0.358], [2.547, 1.486, -1.544], [2.879, 2.666, -2.240], [2.519, 3.887, -1.746], [1.819, 3.987, -0.523], [1.436, 5.221, 0.048], [0.776, 5.225, 1.243], [0.496, 3.991, 1.869], [0.827, 2.827, 1.374], [1.483, 2.813, 0.190], [3.278, -1.995, 2.424], [1.710, -4.410, 4.183], [-0.277, -3.291, 3.229], [3.403, 0.181, 1.020], [2.827, 0.524, -1.951], [3.421, 2.591, -3.172], [2.769, 4.795, -2.279], [1.676, 6.142, -0.466], [0.469, 6.146, 1.717], [-0.021, 3.981, 2.823], [4.273, -1.626, 2.211], [-5.447, -5.128, 0.770], [-5.607, -4.155, -0.408], [-6.966, -3.461, -0.304], [-5.559, -4.930, -1.732], [-4.456, -3.164, -0.358], [-4.638, -1.797, -0.172], [-3.537, -0.959, -0.134], [-2.291, -1.396, -0.264], [-2.084, -2.707, -0.436], [-3.138, -3.605, -0.496], [-0.674, -3.113, -0.589], [-0.230, -4.383, -0.253], [1.124, -4.709, -0.365], [1.957, -3.722, -0.883], [1.434, -2.479, -1.192], [0.158, -2.159, -1.032], [1.641, -6.078, 0.040], [1.347, -7.044, -1.116], [3.149, -6.046, 0.312], [0.934, -6.570, 1.309], [-6.280, -5.830, 0.784], [-5.436, -4.593, 1.721], [-4.525, -5.705, 0.692], [-7.758, -4.208, -0.353], [-7.124, -2.759, -1.122], [-7.078, -2.929, 0.642], [-6.370, -5.658, -1.756], [-4.624, -5.476, -1.856], [-5.679, -4.259, -2.583], [-5.621, -1.365, -0.064], [-3.655, 0.108, -0.001], [-2.931, -4.651, -0.673], [-0.929, -5.101, 0.149], [3.014, -3.891, -1.019], [2.077, -1.692, -1.570], [1.868, -6.739, -2.024], [0.279, -7.087, -1.332], [1.680, -8.047, -0.851], [3.724, -5.851, -0.593], [3.469, -7.014, 0.694], [3.404, -5.291, 1.059], [-0.114, -6.809, 1.132], [0.991, -5.826, 2.101], [1.415, -7.481, 1.664], [-2.447, 2.388, -2.247], [-1.808, 2.465, -0.866], [-2.811, 2.812, 0.234], [-1.197, 1.264, -0.571], [-3.015, 3.294, -2.460], [-3.130, 1.538, -2.291], [-1.688, 2.266, -3.019], [-0.998, 3.205, -0.876], [-3.728, 2.229, 0.132], [-3.084, 3.866, 0.178], [-2.376, 2.622, 1.215]],
  "e_lumo_ev": [-2.7, -2.9],
  "charge": 1,
  "spin_multiplicity": 3,
  "relative_energy_kj_mol": 172.9,
  "gap_ev": [7.6, 7.8]
}

{
  "formula": "C15H14N4O6RuSSe",
  "method": "ωB97M-V with the def2-TZVPD basis set",
  "symbols": ["Ru", "C", "C", "N", "N", "C", "N", "S", "C", "C", "C", "C", "C", "N", "H", "H", "H", "H", "H", "H", "H", "H", "H", "O", "Se", "O", "O", "O", "O", "C", "O", "C", "C", "C", "C", "C", "C", "H", "H", "H", "H", "H"],
  "coordinates": [[0.115, -0.790, 0.894], [1.043, 3.247, 1.806], [1.061, 1.896, 1.193], [-0.025, 1.261, 0.893], [-1.197, 1.911, 1.065], [-2.189, 1.190, 0.607], [-3.439, 1.681, 0.633], [-1.900, -0.343, -0.125], [2.248, 1.168, 0.764], [3.549, 1.646, 0.795], [4.533, 0.924, 0.145], [4.188, -0.236, -0.533], [2.880, -0.676, -0.485], [1.933, 0.000, 0.163], [0.386, 3.216, 2.676], [0.633, 3.989, 1.119], [2.041, 3.554, 2.109], [-3.575, 2.519, 1.175], [-4.188, 1.009, 0.657], [3.774, 2.572, 1.301], [5.557, 1.274, 0.148], [4.919, -0.807, -1.086], [2.566, -1.575, -0.993], [-1.039, -2.143, 1.830], [-1.343, -1.223, 3.261], [-1.027, -2.009, 4.604], [-0.062, -0.165, 2.831], [-2.760, -0.492, 3.140], [1.584, -2.486, 1.214], [1.040, -3.007, 0.207], [0.348, -2.257, -0.575], [1.142, -4.458, -0.060], [2.240, -5.173, 0.406], [2.318, -6.535, 0.170], [1.291, -7.181, -0.508], [0.189, -6.467, -0.958], [0.115, -5.100, -0.744], [3.013, -4.658, 0.960], [3.172, -7.097, 0.523], [1.349, -8.248, -0.680], [-0.614, -6.975, -1.474], [-0.732, -4.522, -1.087]],
  "e_lumo_ev": -1.2,
  "charge": 0,
  "relative_energy_kj_mol": 16.6,
  "gap_ev": 7.3
}

{
  "formula": "C6H12BrMoN2",
  "method": "ωB97M-V with the def2-TZVPD basis set",
  "symbols": ["C", "Mo", "N", "H", "H", "H", "H", "H", "H", "H", "H", "Br", "C", "C", "C", "C", "N", "C", "H", "H", "H", "H"],
  "coordinates": [[-2.237, -1.811, -2.350], [-0.877, -0.955, -0.930], [0.339, 0.232, -2.231], [-2.260, -0.823, 0.113], [-2.272, -0.019, -0.330], [-3.195, -2.019, -1.871], [-1.721, -2.760, -2.591], [-2.371, -1.201, -3.251], [1.341, 0.022, -2.087], [0.209, 1.237, -2.080], [0.137, 0.058, -3.217], [2.979, -1.266, 3.447], [1.835, -0.135, 2.460], [1.891, 1.253, 2.653], [1.028, 2.065, 1.902], [0.159, 1.469, 0.969], [0.164, 0.126, 0.711], [0.942, -0.669, 1.515], [2.574, 1.686, 3.366], [1.036, 3.154, 2.034], [-0.556, 2.096, 0.419], [0.856, -1.740, 1.350]],
  "e_lumo_ev": [-4.2, -4.0],
  "charge": 1,
  "spin_multiplicity": 3,
  "relative_energy_kj_mol": 0.0,
  "gap_ev": [7.6, 7.7]
}